Molecular formula: C34H95Br3N6O18Ti2
Method: DFT, wB97M-V/def2-TZVPD

Geometry (Å):
Ti (-0.1221, 3.0308, -1.8635)
Ti (2.1413, -0.2006, -3.1229)
Br (-0.2219, 0.8105, -0.3778)
Br (-2.1022, 2.1129, -2.9222)
Br (2.1106, 3.6402, -1.0089)
N (2.0424, 2.1771, -4.1382)
O (2.6777, 1.2450, -4.4384)
O (2.0899, 3.1307, -4.7947)
O (1.3702, 1.8715, -3.0550)
C (0.4718, 7.2616, 1.9358)
C (1.1528, 5.9636, 1.4555)
C (2.3893, 5.7232, 2.3755)
O (0.3572, 4.8216, 1.5419)
H (0.2983, 7.1701, 2.9907)
H (-0.4610, 7.4346, 1.3843)
H (1.1605, 8.0719, 1.7202)
H (1.4734, 6.0677, 0.4057)
H (3.1676, 6.4727, 2.1064)
H (2.9258, 4.7999, 2.1376)
H (2.1980, 5.7366, 3.4402)
H (-0.2406, 4.7993, 0.7709)
C (5.3019, 1.3756, 0.9072)
C (4.4358, 0.2512, 1.3048)
C (4.2552, 0.2482, 2.8467)
O (3.2335, 0.3005, 0.5767)
H (5.6119, 1.2322, -0.1369)
H (6.2619, 1.4080, 1.4408)
H (4.8311, 2.3437, 1.0655)
H (4.9036, -0.7147, 1.1381)
H (4.1755, 1.2692, 3.2730)
H (5.1055, -0.2506, 3.2985)
H (3.3496, -0.3264, 3.1449)
H (2.6419, 0.8988, 1.0655)
C (5.1746, 0.7516, -3.0841)
C (5.2621, -0.4183, -4.0460)
O (3.8984, -0.8801, -4.2820)
O (4.2009, 0.3313, -2.1893)
H (4.9244, 1.7424, -3.5380)
H (6.1233, 0.8609, -2.4956)
H (5.8176, -1.2726, -3.6368)
H (5.6452, -0.0853, -4.9980)
H (3.8598, -1.6604, -4.8488)
H (4.1663, 0.8596, -1.3459)
C (-0.4869, 6.0103, -2.5542)
C (-1.5925, 5.3484, -1.6569)
O (-0.9748, 4.4984, -0.7027)
O (-0.0082, 5.0018, -3.4223)
H (0.3091, 6.3278, -1.8215)
H (-0.8802, 6.8830, -3.0706)
H (-2.2115, 4.7473, -2.3107)
H (-2.3023, 6.1120, -1.3153)
H (-1.6878, 3.3158, 0.5933)
H (0.7150, 5.3396, -3.9418)
C (-0.3421, -1.7138, -4.6420)
C (0.7105, -1.8175, -5.7051)
O (1.8476, -2.2665, -4.8725)
O (0.0833, -0.6685, -3.6668)
H (-0.1687, -2.6224, -4.0457)
H (-1.4129, -1.5107, -4.8534)
H (0.9391, -0.8971, -6.2498)
H (0.5516, -2.7025, -6.3275)
H (1.5476, -3.1689, -4.6476)
H (-0.4173, 0.1837, -3.7064)
C (0.0610, 1.8923, 3.8834)
C (1.5371, 2.1179, 3.6724)
O (1.9427, 2.1534, 2.3287)
O (-0.6840, 3.1358, 3.5647)
H (-0.2336, 1.6512, 4.8911)
H (-0.2537, 1.0119, 3.2630)
H (2.1248, 1.3343, 4.1892)
H (1.8056, 3.0523, 4.2145)
H (1.5767, 2.9800, 1.8645)
H (-0.1785, 3.7603, 3.0073)
C (-3.9965, 4.3860, 1.5918)
C (-3.7122, 2.9316, 1.2905)
C (-4.3472, 2.4847, 0.0215)
O (-5.7645, 2.4070, 0.1649)
C (-6.0857, 1.2945, 0.9509)
N (-2.2719, 2.7351, 1.2741)
H (-5.0658, 4.5354, 1.6936)
H (-3.5887, 5.0237, 0.8282)
H (-3.5647, 4.6165, 2.5869)
H (-4.1394, 2.3140, 2.1150)
H (-3.9748, 1.4739, -0.1834)
H (-4.2292, 3.1843, -0.7782)
H (-5.3264, 0.5223, 0.7397)
H (-7.0326, 0.8977, 0.6007)
H (-6.1036, 1.4971, 2.0162)
H (-1.7843, 2.8091, 2.2210)
H (-1.8855, 1.8549, 0.8611)
C (0.8085, -1.4379, 3.9244)
C (0.7629, -2.9394, 3.9368)
C (2.0887, -3.6025, 4.2206)
O (3.0135, -3.2254, 3.1970)
C (4.2974, -3.7806, 3.2398)
N (-0.1888, -3.2639, 5.0070)
H (1.0776, -1.1519, 4.9279)
H (-0.1974, -1.0526, 3.7604)
H (1.5145, -0.9364, 3.2269)
H (0.4247, -3.2977, 2.9709)
H (2.0186, -4.6921, 4.1991)
H (2.4983, -3.4109, 5.2048)
H (4.2804, -4.8604, 3.3470)
H (4.7998, -3.2950, 4.1140)
H (4.7738, -3.5192, 2.2798)
H (-0.3743, -4.2652, 5.0082)
H (-1.0589, -2.7578, 4.8419)
C (-1.7369, -6.0080, 2.5850)
C (-2.7500, -4.9130, 2.9574)
C (-2.8295, -3.7595, 1.9049)
O (-1.5712, -3.1041, 1.7353)
C (-1.7044, -1.7499, 1.3563)
N (-4.0834, -5.5244, 3.2156)
H (-0.8128, -5.6017, 2.1290)
H (-2.1553, -6.7517, 1.8746)
H (-1.5249, -6.6645, 3.4117)
H (-2.3354, -4.4321, 3.8648)
H (-3.6061, -3.0995, 2.2772)
H (-3.1776, -4.1790, 0.9692)
H (-2.5730, -1.2158, 1.7821)
H (-1.9124, -1.7480, 0.2435)
H (-0.8016, -1.1397, 1.6576)
H (-3.9132, -6.3092, 3.8476)
H (-4.6369, -4.8086, 3.6615)
C (3.3979, -2.8151, -0.2422)
C (2.2871, -2.8441, -1.3416)
C (1.2537, -3.8367, -0.9434)
O (0.3181, -3.9371, -1.9589)
C (-0.9219, -4.4116, -1.3851)
N (1.6910, -1.4687, -1.5391)
H (4.3195, -2.3006, -0.4629)
H (3.6977, -3.7911, 0.2078)
H (3.0934, -2.2670, 0.6575)
H (2.6561, -3.0577, -2.3751)
H (0.7891, -3.2969, -0.0655)
H (1.5004, -4.8231, -0.5873)
H (-0.8028, -5.4190, -0.9383)
H (-1.6525, -4.5704, -2.1021)
H (-1.2979, -3.7251, -0.6086)
H (1.8240, -0.9447, -0.6778)
H (0.6629, -1.7150, -1.6403)
C (-4.8238, -1.2076, -1.4771)
C (-3.8969, -2.0991, -2.3158)
C (-4.3326, -2.2502, -3.7499)
O (-4.0440, -1.0648, -4.4515)
C (-4.0207, -1.1462, -5.8944)
N (-2.4481, -1.7911, -2.2982)
H (-4.5752, -1.3378, -0.4217)
H (-5.8356, -1.5846, -1.5192)
H (-4.7021, -0.1530, -1.7566)
H (-3.9599, -3.1191, -1.8571)
H (-5.3920, -2.5534, -3.7977)
H (-3.6562, -3.0532, -4.1086)
H (-3.2707, -1.8381, -6.3198)
H (-3.8637, -0.1295, -6.2692)
H (-4.9874, -1.4770, -6.1814)
H (-2.2829, -1.0340, -2.9754)
H (-2.2412, -1.3028, -1.4406)

Computed properties:
Net charge: +2
Lowest unoccupied orbital energy (spin up / spin down) in eV: -6.6 / -6.2
Frontier orbital gap (spin up / spin down) in Eh: 0.2216 / 0.2364
Multiplicity: 3
Molecular weight in g mol⁻¹: 1211.60